1.
27
Properties=species:S:1:pos:R:3:lowdin_charge:R:1 method="wB97M-V/def2-TZVPD" e_lumo_ev=3.5 relative_energy_kcal_mol=29.47 gap_ev=8.5 e_tot_ev=-17172.66123 total_charge=-1 spin_multiplicity=1
H -0.40 0.05 0.94 0.044
C 0.67 -1.59 -1.07 -0.346
C 2.13 -0.71 0.55 -0.086
C 1.62 1.02 -2.75 -0.056
H 3.20 -0.43 0.50 0.080
H -1.19 -0.82 2.87 -0.016
N 1.47 -0.54 -0.73 -0.094
H -3.17 0.30 1.81 0.003
H 1.89 1.44 -0.61 0.141
H 1.28 0.31 -3.47 0.049
O -0.02 -1.59 -2.08 -0.006
H -0.88 0.96 -1.65 0.101
O -3.03 1.09 1.29 -0.101
O -1.64 -0.41 3.69 -0.149
H 0.76 -2.54 -0.56 0.123
O -0.77 -1.01 1.38 -0.237
C 1.24 0.81 -1.27 -0.306
H -0.13 2.50 -0.97 0.119
O -0.38 1.28 0.45 -0.280
H 1.80 -0.10 1.41 0.092
H 1.34 2.00 -3.06 0.060
H 2.15 -1.72 0.87 0.066
H -2.10 1.26 1.06 -0.014
H -1.59 0.54 3.77 0.005
C -0.20 1.38 -0.93 -0.291
H 2.72 0.83 -2.83 0.080
H -1.38 -0.84 0.65 0.019

***

2.
79
Properties=species:S:1:pos:R:3:lowdin_charge:R:1 method="wB97M-V/def2-TZVPD" e_lumo_ev=-1.2 relative_energy_kcal_mol=6.93 gap_ev=5.0 e_tot_ev=-55236.17824 total_charge=0 spin_multiplicity=1
H -2.91 -6.51 3.93 0.109
H -5.32 2.37 2.48 0.088
H -6.18 0.91 3.01 0.075
H 4.78 2.34 2.31 0.087
H 1.56 -3.42 2.79 0.040
H -2.34 -10.36 -0.42 0.129
F -2.97 -10.84 -3.13 0.114
H -0.54 -2.51 2.52 0.055
C -1.60 -0.62 2.85 -0.211
C 2.16 1.43 2.31 -0.207
C -2.69 -6.04 2.96 -0.075
C 4.56 -9.34 2.30 -0.058
C -1.35 -4.47 1.69 -0.255
C -0.21 -8.84 -2.61 -0.003
H -0.93 -5.02 3.72 0.122
C -1.11 -9.78 -2.11 -0.125
H 5.59 -9.13 1.98 0.094
C -2.85 -1.24 2.51 -0.029
C -1.61 -10.91 -2.98 -0.510
H 3.53 -6.11 3.01 0.091
H -0.18 -2.95 0.70 0.133
H 1.86 -2.00 4.02 0.107
H 2.13 -8.21 3.78 0.133
C -1.53 -9.72 -0.78 -0.007
H -1.17 -8.86 1.16 0.125
C -4.08 0.75 3.13 -0.242
H 4.21 -7.30 4.16 0.089
C 0.23 -8.12 -0.34 -0.064
C 3.68 -8.11 2.22 -0.501
H 0.00 -8.77 -3.67 0.120
H 1.68 -4.24 1.23 0.092
H 4.08 -0.84 3.88 0.116
C -3.13 -5.70 0.60 -0.082
C -2.88 1.32 3.55 -0.224
C 0.45 -8.00 -1.72 -0.005
C -0.28 -3.43 1.69 -0.148
H 4.45 -6.81 0.64 0.134
C -4.04 -0.55 2.63 -0.044
H 4.28 2.53 3.99 0.097
O 1.16 -7.94 2.01 0.076
H 4.03 -8.44 0.07 0.135
H 5.21 -6.70 2.83 0.089
F 2.24 2.72 1.84 0.046
H 4.15 -10.11 1.63 0.092
H 1.22 -7.32 -2.10 0.124
H 0.18 1.15 1.58 0.136
H -1.69 -4.41 -0.44 0.120
C -3.51 -6.22 1.84 -0.091
C 3.72 -7.62 0.74 -0.093
H -4.97 -1.03 2.32 0.114
H 0.95 -5.08 2.56 0.073
C 4.19 -6.99 3.11 -0.047
H -2.84 -2.25 2.11 0.099
C 2.25 -8.52 2.73 -0.096
H 5.31 1.17 3.54 0.080
H -5.44 2.00 4.21 0.083
O 2.48 -7.09 0.23 0.079
C 3.28 0.93 2.97 -0.209
C -5.32 1.55 3.22 -0.057
C -0.88 -8.87 0.10 -0.006
H -0.77 1.18 3.81 0.121
C 1.98 -1.09 3.43 -0.018
C 1.04 -4.08 2.11 -0.046
F -1.04 -10.88 -4.22 0.114
B 1.32 -7.68 0.67 -0.594
C 4.47 1.79 3.21 -0.038
H -3.71 -5.92 -0.31 0.111
H 2.14 -9.62 2.69 0.135
C -0.40 -1.28 2.65 -0.017
C -1.67 0.69 3.45 0.036
H -4.46 -6.76 1.94 0.102
F -1.32 -12.13 -2.42 0.115
C 0.84 -0.60 2.71 -0.213
C 3.18 -0.38 3.46 -0.027
C -2.04 -4.83 0.52 -0.036
H 4.59 -9.76 3.31 0.094
C -1.60 -5.17 2.88 -0.042
C 1.00 0.70 2.13 0.052
F -2.92 2.59 4.08 0.043

***

3.
117
Properties=species:S:1:pos:R:3:lowdin_charge:R:1 method="wB97M-V/def2-TZVPD" e_lumo_ev=1.8 gap_ev=7.0 e_tot_ev=-100270.55088 total_charge=-1 spin_multiplicity=1
C 3.95 -1.06 5.22 -0.083
H 2.44 5.24 -0.62 0.100
H 1.28 -0.56 1.02 0.059
H 5.05 -1.18 7.89 0.053
H -6.34 -7.76 0.70 0.078
N 1.96 6.99 0.39 -0.197
C 2.29 8.40 0.47 -0.259
C 0.81 -1.15 -2.82 -0.327
H -5.67 -6.61 -3.84 0.070
H -7.10 -3.25 -1.20 0.065
P -0.47 2.42 -2.21 0.471
H 4.57 -0.99 9.56 0.067
H -4.07 -5.82 -2.03 0.114
S 3.28 -2.24 -4.17 0.830
H 4.88 -1.22 5.76 0.051
H -7.02 -6.03 -2.87 0.066
C 5.60 0.54 -2.50 -0.168
H 2.19 8.71 1.51 0.105
H 2.68 2.60 -3.70 0.120
H 2.64 0.39 -4.08 0.083
H -7.03 -5.36 0.86 0.118
H -0.58 5.03 1.55 0.067
C 1.48 9.37 -0.40 -0.093
H 6.26 0.00 -1.79 0.091
H 0.45 6.37 -1.88 0.071
H -0.56 -2.56 0.09 0.047
C -7.10 -7.32 0.06 -0.097
C 0.69 -1.34 1.54 -0.269
C 0.65 0.23 5.91 -0.084
H 1.74 -0.70 -2.38 0.023
H -2.50 -0.66 0.35 -0.035
C 2.12 -3.41 -3.35 -0.461
H 2.28 -1.43 9.14 0.107
H 4.11 0.24 8.39 0.065
C -4.29 -1.87 -4.65 -0.115
H -7.64 -5.42 -0.78 0.099
H 1.09 0.16 4.92 0.058
H 1.33 -2.25 1.74 0.077
H 3.17 -2.69 8.33 0.109
H -0.10 -3.17 -3.20 0.089
H 3.11 -2.88 6.00 0.114
C 0.39 5.19 1.08 -0.103
H 0.85 -0.88 -3.92 0.037
N -4.57 0.55 -4.81 0.021
H 5.31 1.79 -0.74 0.128
H 4.34 0.40 -4.78 0.120
C -1.40 -0.48 0.19 -0.839
H -3.21 1.63 -3.65 0.084
H 3.36 8.54 0.24 0.108
H 1.80 5.75 -2.83 0.071
C 2.38 6.31 -0.83 -0.243
C -2.74 -0.48 -3.36 -0.202
H 3.41 6.59 -1.07 0.112
C 3.71 0.65 -3.89 -0.172
C 2.79 -1.84 5.84 -0.244
H 3.75 0.01 5.17 0.068
H -5.04 -7.20 -1.64 0.099
N 4.25 -0.05 -2.67 -0.162
C 5.34 1.98 -1.85 -0.173
C -3.52 0.59 -3.95 -0.202
C 2.95 -1.61 8.29 -0.257
H 0.83 2.73 -1.71 -0.062
C 0.81 -2.71 -2.73 -0.313
H 6.05 0.73 -3.50 0.126
H 2.49 0.77 6.89 0.099
C 1.52 6.50 -2.09 -0.077
O 4.05 2.48 -2.19 -0.163
O -0.49 2.81 -3.71 -0.652
C 4.28 -1.46 -2.84 -1.009
H 0.39 4.64 0.14 0.035
C -3.16 -1.85 -3.72 -0.101
H -4.14 -3.93 -0.66 0.105
H 0.47 7.18 1.83 0.115
C -5.10 -6.12 -1.81 -0.248
H -8.07 -7.49 0.52 0.069
H -7.09 -7.84 -0.90 0.061
C -6.87 -5.82 -0.11 -0.277
H 0.82 -2.99 -1.64 0.080
In -0.99 -0.11 -1.99 0.584
C 0.62 6.68 0.86 -0.273
H 1.67 7.47 -2.54 0.051
N -5.53 -5.49 -0.57 -0.194
H 0.41 9.21 -0.31 0.066
C 4.24 -0.83 8.53 -0.093
H -5.82 -2.06 -0.93 0.076
H 4.12 -1.41 4.20 0.072
C 1.68 0.03 7.01 -0.275
C 3.73 2.22 -3.55 -0.160
I -1.99 -2.50 2.40 0.690
H 1.19 0.26 7.96 0.116
H -4.65 -2.87 -5.00 0.080
H -5.74 -3.11 -2.33 0.039
H 1.15 4.77 1.74 0.081
H -5.78 -0.84 -5.91 0.095
H -5.32 -3.80 0.61 0.103
C -6.02 -3.08 -1.28 -0.078
H 0.21 1.23 6.00 0.075
S 5.14 -2.50 -1.87 0.600
H -0.16 -0.49 5.99 0.082
H 0.40 -0.94 2.55 -0.001
C -0.65 -1.72 0.81 -0.822
C -5.96 -5.89 -3.06 -0.083
H 1.69 10.40 -0.09 0.066
C -5.21 -4.07 -0.45 -0.247
C -4.95 -0.70 -5.18 -0.176
H 6.18 2.70 -2.05 0.120
H -1.50 3.18 -1.58 -0.069
H 1.76 9.30 -1.45 0.053
H 2.00 -1.92 5.09 0.100
H 4.39 2.75 -4.28 0.122
N 2.20 -1.33 7.07 -0.196
H 2.69 -3.88 -2.51 0.046
H 1.83 -4.25 -4.02 0.075
H -5.81 -4.90 -3.48 0.046
H -0.15 7.06 0.19 0.101
I -1.00 1.39 1.28 0.739
H -2.66 -2.76 -3.34 0.078

***

4.
71
Properties=species:S:1:pos:R:3:lowdin_charge:R:1 method="wB97M-V/def2-TZVPD" e_lumo_ev=-1.6 relative_energy_kcal_mol=102.13 gap_ev=2.5 e_tot_ev=-99065.57976 total_charge=0 spin_multiplicity=1
H -4.88 -0.64 0.24 0.029
H -4.95 -1.62 5.35 0.092
I -3.76 -5.63 -1.45 0.753
H 1.06 5.44 -0.70 0.131
N 2.66 -0.96 0.37 -0.030
C 0.51 0.09 0.35 -0.071
H 5.38 4.33 -0.47 0.132
H 2.85 4.64 -2.05 0.136
C 0.18 -3.70 1.01 -0.614
H -1.30 -1.07 -5.55 0.057
O -1.03 -3.90 0.66 -0.263
C -2.96 -1.59 -3.45 -0.855
C -3.92 -2.22 2.81 -0.171
N 2.36 3.85 -0.14 -0.139
H -5.21 0.71 2.62 0.111
C 4.86 -0.67 1.48 -0.068
H 2.45 6.64 1.47 0.133
H -3.51 -3.06 3.35 0.123
H 4.73 5.79 -1.23 0.131
S -0.56 -1.93 -2.13 0.532
H -1.35 1.11 0.07 0.152
Ca -2.31 -2.55 -0.11 0.940
C 4.11 -0.96 0.18 -0.193
H 4.69 5.87 1.26 0.185
C -0.15 -1.15 0.72 -0.396
H 3.67 3.14 -1.61 0.131
H 4.68 -1.47 2.20 0.082
F -0.45 3.50 -0.44 0.060
H 5.93 -0.63 1.29 0.075
C -0.27 1.23 0.11 0.106
H -2.64 -7.48 0.11 -0.047
S -3.88 -1.43 -1.98 0.403
C 1.91 0.19 0.27 -0.123
C -1.62 -1.74 -3.51 -0.831
H 2.67 -3.03 0.60 0.150
N 3.99 5.39 0.71 0.027
C -4.40 -0.83 4.83 -0.022
C -2.85 -6.44 0.31 -1.154
C 0.71 -2.30 0.78 -0.076
C 2.04 -2.15 0.58 0.042
H -3.40 -0.77 5.25 0.090
C -3.78 -1.51 -4.73 -0.168
C -4.64 -0.94 1.24 -0.168
H -1.97 -5.85 0.52 -0.076
H 3.56 1.58 0.17 0.103
C 1.64 5.07 0.15 -0.123
H 0.95 4.89 0.97 0.136
H 3.67 4.49 1.14 0.180
H 4.37 -0.23 -0.59 0.113
H -4.91 0.11 5.00 0.086
C 2.49 1.45 0.13 0.048
N -4.07 -2.17 1.50 -0.033
H -3.64 -2.41 -5.34 0.067
C 4.48 4.93 -0.62 -0.074
C 0.32 2.43 -0.14 -0.191
H 4.54 0.27 1.93 0.064
C 3.31 4.09 -1.23 -0.103
N -4.36 -1.10 3.41 -0.132
C -0.94 -1.84 -4.86 -0.171
H 4.39 -1.94 -0.19 0.125
H -1.13 -2.81 -5.32 0.071
H -3.49 -0.65 -5.33 0.063
H 2.84 6.88 -0.24 0.132
O -1.36 -1.14 1.06 -0.169
H 0.14 -1.72 -4.74 0.033
C 1.70 2.58 -0.07 -0.152
C 2.71 6.14 0.54 -0.068
I -4.11 -6.35 2.02 0.655
H -4.83 -1.42 -4.48 0.034
O 0.93 -4.53 1.52 0.031
C -4.82 -0.27 2.41 -0.061

***

5.
14
Properties=species:S:1:pos:R:3:lowdin_charge:R:1 method="wB97M-V/def2-TZVPD" e_lumo_ev=-1.4 relative_energy_kcal_mol=303.86 gap_ev=7.6 e_tot_ev=-9729.85682 total_charge=0 spin_multiplicity=1
N 0.60 1.64 -0.29 0.110
H -0.88 -1.20 -0.89 0.275
H 3.02 0.92 -0.25 0.125
H 3.14 -0.27 1.62 0.161
H -4.09 0.22 0.07 0.045
H -3.05 -1.51 -1.02 0.175
N -0.82 -0.10 0.53 -0.010
H 3.01 -1.57 -0.61 0.208
N -2.09 0.46 0.51 -0.070
H -0.23 2.27 -0.02 0.068
C 2.79 -0.30 0.21 -0.109
C 0.38 0.40 0.16 -0.634
C -3.12 -0.39 -0.05 -0.066
O 1.33 -0.56 0.03 -0.278

***

6.
15
Properties=species:S:1:pos:R:3:lowdin_charge:R:1 method="wB97M-V/def2-TZVPD" e_lumo_ev=0.9 relative_energy_kcal_mol=51.69 gap_ev=11.0 e_tot_ev=-9407.59078 smiles=O[C@H]1C[C@]2(CO2)C1 total_charge=0 spin_multiplicity=1
H 1.48 -0.48 1.14 0.126
H 0.18 0.39 1.98 0.117
H 2.39 0.71 -0.84 0.095
C -0.42 -0.59 0.06 -0.446
C 0.71 1.24 -0.05 -0.353
H -1.77 -1.75 1.38 0.115
C -1.57 -1.45 0.36 -0.075
H 0.31 0.08 -1.90 0.126
H 0.29 2.19 0.28 0.145
H -2.43 -1.45 -0.31 0.115
H -1.13 1.00 -1.36 0.117
C -0.23 0.46 -1.02 -0.024
O 2.00 1.53 -0.51 -0.024
O -0.37 -1.98 -0.21 -0.009
C 0.56 0.10 1.00 -0.024

***

7.
28
Properties=species:S:1:pos:R:3:lowdin_charge:R:1 method="wB97M-V/def2-TZVPD" e_lumo_ev=3.0 gap_ev=5.4 e_tot_ev=-23062.99339 total_charge=-1 spin_multiplicity=1
O -4.51 1.67 -0.84 0.190
H 2.74 1.94 0.05 0.071
C 0.76 1.15 0.18 -0.516
N -2.55 2.73 -0.08 0.236
F -1.69 -2.86 1.87 -0.247
H 1.50 1.05 -1.82 0.071
O -0.97 3.22 1.43 0.097
F -3.58 -1.85 1.17 -0.147
H 2.15 -0.23 -0.69 0.069
C -3.52 2.11 -0.44 -0.275
C 1.79 2.21 0.45 -0.050
H -1.71 -0.80 -1.34 -0.034
H 1.77 2.39 1.50 0.069
C 1.32 0.30 -1.09 0.027
C -1.29 2.51 0.49 -0.486
H -0.20 -0.29 1.54 0.048
C -2.22 -1.91 0.78 -0.314
H -0.97 -3.04 -0.63 0.089
H -3.05 -1.38 -1.74 0.051
N -2.07 -1.62 -1.63 -0.040
C -2.02 -2.64 -0.61 -0.331
C 0.60 0.43 1.55 -0.023
H 0.65 -0.47 -1.37 0.049
H 1.54 0.13 1.95 0.068
H -2.81 -3.50 -0.75 0.114
O -0.56 1.56 -0.15 0.033
H 0.40 1.23 2.31 0.087
H 1.52 3.13 -0.08 0.094

***

8.
38
Properties=species:S:1:pos:R:3:lowdin_charge:R:1 method="wB97M-V/def2-TZVPD" e_lumo_ev="0.3 / -2.3" relative_energy_kcal_mol=0.00 gap_ev="6.7 / 6.1" e_tot_ev=-96019.28159 total_charge=0 spin_multiplicity=5
C 0.52 -1.23 0.55 -0.492
H -1.40 0.46 -4.59 0.116
C -0.57 0.26 -3.91 -0.131
C -2.72 0.20 0.84 -0.105
H 1.24 2.12 3.01 0.036
H -0.61 -1.60 3.30 0.026
H 1.32 -1.96 0.29 -0.008
H -1.66 1.75 -1.85 0.090
C 0.98 1.73 2.01 -0.238
C -0.09 -1.03 -3.56 -0.123
H 1.67 2.18 1.28 -0.027
Si 1.06 -0.15 2.05 0.280
H -0.37 -1.82 0.84 -0.007
Br 2.76 0.28 -0.21 0.344
Pt 0.18 -0.14 -1.18 1.160
C -2.60 -0.88 -0.05 -0.072
H -2.00 2.31 0.77 0.107
C 1.19 -0.89 -2.91 -0.252
H -1.32 -0.01 2.97 -0.006
H 1.91 -1.67 -2.70 0.109
H -0.03 2.07 1.78 -0.001
H 2.85 -0.22 3.77 0.031
H -2.98 -1.89 0.11 0.113
C -1.62 1.03 -1.04 -0.249
H 0.26 2.32 -3.54 0.119
H 3.44 -0.92 2.26 -0.009
H 2.39 1.05 -2.57 0.031
C 2.57 -0.85 2.91 -0.220
C -1.94 -0.44 -1.27 -0.269
C -2.07 1.33 0.31 -0.079
H 2.36 -1.86 3.31 0.032
C 0.31 1.24 -3.39 -0.135
H -0.14 -0.19 4.28 0.026
C -0.40 -0.52 3.26 -0.199
H -2.19 -0.84 -2.25 0.086
H -0.51 -1.98 -3.90 0.120
C 1.44 0.58 -2.80 -0.312
H -3.22 0.17 1.80 0.106